15
Properties=species:S:1:pos:R:3 method="wB97M-V/def2-TZVPD" largest_force_ev_per_a=0.4 de_lowest_kj_mol=42.22 smiles="CC1=N[C@@H](C)N=C1" molar_mass_g_mol=96.13
C -2.214 0.184 0.669
N -0.894 -0.495 -1.289
C -1.081 -0.697 0.144
N 0.162 -0.392 0.834
C 0.983 -0.029 -0.081
C 2.390 0.419 0.157
C 0.317 -0.104 -1.406
H -3.061 0.149 -0.020
H -2.536 -0.151 1.658
H -1.863 1.217 0.749
H -1.321 -1.757 0.302
H 2.517 0.713 1.201
H 3.096 -0.390 -0.066
H 2.643 1.265 -0.492
H 0.765 0.140 -2.368

119
Properties=species:S:1:pos:R:3 method="wB97M-V/def2-TZVPD" largest_force_ev_per_a=0.5 charge=+3 molar_mass_g_mol=1260.88 e_tot_ev=-394503.8161
Zr -0.209 0.658 0.444
C 0.563 0.200 -2.938
N 1.137 0.859 -1.754
C 1.449 2.302 -2.059
C 2.449 0.285 -1.431
C 3.349 -0.062 -2.426
C 4.669 -0.336 -2.099
C 5.085 -0.174 -0.787
C 4.181 0.167 0.209
C 2.830 0.348 -0.091
N 1.804 0.624 0.839
C 2.125 0.719 2.234
C 2.961 -0.168 2.903
C 3.263 0.034 4.242
C 2.708 1.104 4.925
C 1.844 1.974 4.275
C 1.551 1.780 2.934
N 0.712 2.664 2.145
C 1.602 3.562 1.350
C -0.115 3.544 2.996
H 0.795 0.729 -3.863
H -1.168 -0.055 -1.875
H 0.910 -0.823 -2.998
H 2.140 2.342 -2.902
H 1.936 2.739 -1.193
H 0.551 2.855 -2.299
H 3.045 -0.080 -3.466
H 5.372 -0.615 -2.872
H 6.128 -0.299 -0.529
H 4.550 0.331 1.209
H 3.383 -1.012 2.378
H 3.936 -0.645 4.749
H 2.945 1.267 5.968
H 1.416 2.795 4.830
H 2.053 4.302 2.015
H 1.017 4.084 0.593
H 2.395 2.990 0.883
H 0.511 4.140 3.661
H -0.809 2.959 3.592
H -0.652 4.254 2.370
Br -2.034 0.842 -7.297
C -1.811 0.619 -5.458
C -1.847 -0.711 -4.907
C -1.518 -0.937 -3.635
N -0.931 0.166 -2.847
C -1.541 1.459 -3.193
C -1.758 1.655 -4.594
C -1.729 2.405 -2.189
C -2.403 3.622 -2.540
C -2.521 4.644 -1.658
Br -3.386 6.219 -2.128
C -2.004 4.494 -0.347
C -1.460 3.298 -0.040
N -1.298 2.228 -0.884
H -2.212 -1.532 -5.512
H -1.605 -1.863 -3.086
H -1.885 2.662 -4.967
H -2.835 3.716 -3.524
H -2.070 5.287 0.384
H -1.099 3.137 0.961
C -3.519 2.741 2.387
As -2.614 1.036 2.179
C -4.230 -0.050 2.152
C -1.909 0.686 3.958
C -2.397 1.364 5.072
C -1.855 1.127 6.328
C -0.830 0.206 6.480
C -0.355 -0.496 5.380
C -0.884 -0.255 4.118
As -0.422 -1.366 2.591
C -1.885 -2.629 2.846
C 1.017 -2.546 3.122
H -2.871 3.500 2.816
H -4.379 2.581 3.036
H -3.869 3.075 1.412
H -4.602 -0.084 3.175
H -4.084 -1.052 1.769
H -4.960 0.459 1.522
H -3.204 2.079 4.977
H -2.242 1.656 7.189
H -0.409 0.020 7.459
H 0.423 -1.233 5.527
H -1.760 -2.992 3.866
H -1.804 -3.469 2.158
H -2.856 -2.161 2.759
H 1.550 -2.144 3.977
H 1.702 -2.673 2.289
H 0.566 -3.503 3.375
N -6.131 1.093 -3.105
C -5.488 0.362 -2.496
C -4.620 -0.508 -1.751
C -4.834 -1.872 -1.624
C -3.915 -2.601 -0.883
C -2.816 -1.960 -0.341
N -2.586 -0.641 -0.475
C -3.501 0.060 -1.152
H -5.691 -2.344 -2.086
H -4.047 -3.663 -0.725
H -2.087 -2.523 0.218
H -3.371 1.128 -1.203
C 3.559 -3.391 -0.524
N 2.735 -3.384 -1.723
C 1.511 -2.862 -1.854
Se 0.479 -2.164 -0.446
N 1.106 -3.082 -3.119
C 2.094 -3.759 -3.832
C 2.152 -4.219 -5.143
C 3.305 -4.887 -5.501
C 4.357 -5.091 -4.591
C 4.293 -4.632 -3.291
C 3.132 -3.955 -2.936
H 3.203 -2.619 0.149
H 4.585 -3.175 -0.809
H 3.508 -4.368 -0.045
H 0.206 -2.808 -3.471
H 1.343 -4.068 -5.845
H 3.402 -5.269 -6.508
H 5.235 -5.629 -4.920
H 5.103 -4.799 -2.594

114
Properties=species:S:1:pos:R:3 method="wB97M-V/def2-TZVPD" largest_force_ev_per_a=2.1 charge=-1 molar_mass_g_mol=737.60 e_tot_ev=-74390.4620
B -0.324 -0.190 0.040
F -1.323 0.572 -0.575
F 0.007 -1.269 -0.799
F 0.833 0.590 0.236
F -0.787 -0.673 1.279
C 0.516 -5.381 -1.727
C -0.437 -6.533 -2.008
C -1.745 -5.945 -1.518
O -1.403 -5.158 -0.366
C -0.055 -4.647 -0.484
H 0.561 -4.620 -2.505
H 1.527 -5.743 -1.535
H -0.146 -7.452 -1.510
H -0.468 -6.588 -3.099
H -2.511 -6.656 -1.211
H -2.194 -5.238 -2.225
H 0.538 -4.873 0.400
H -0.072 -3.573 -0.651
C 1.983 3.282 -2.842
C 2.125 4.354 -1.807
C 0.972 5.264 -2.217
O -0.088 4.310 -2.326
C 0.449 3.060 -2.783
H 2.455 2.329 -2.602
H 2.428 3.657 -3.766
H 3.099 4.849 -1.734
H 1.986 3.927 -0.809
H 1.126 5.768 -3.176
H 0.774 6.048 -1.486
H 0.108 2.801 -3.784
H 0.252 2.302 -2.028
C 6.005 2.649 0.494
C 4.747 1.998 -0.023
C 3.844 1.996 1.226
O 4.719 2.190 2.341
C 6.084 2.140 1.935
H 6.002 3.738 0.533
H 6.924 2.304 0.005
H 4.968 1.014 -0.429
H 4.369 2.651 -0.810
H 3.390 1.003 1.219
H 3.069 2.751 1.109
H 6.488 1.126 2.023
H 6.643 2.866 2.526
C 3.452 -1.001 -2.392
C 2.812 -2.371 -2.355
O 2.127 -2.729 -3.537
O 4.605 -1.016 -3.240
H 3.779 -0.811 -1.364
H 2.775 -0.196 -2.668
H 2.092 -2.462 -1.527
H 3.574 -3.109 -2.093
H 1.394 -2.097 -3.643
H 5.391 -1.067 -2.695
C -1.377 -1.157 -4.232
C -2.210 0.121 -4.390
O -3.192 0.266 -3.378
O -0.145 -0.951 -3.524
H -1.148 -1.465 -5.255
H -1.944 -1.971 -3.779
H -2.755 0.121 -5.334
H -1.568 1.004 -4.358
H -2.808 0.147 -2.502
H -0.268 -1.108 -2.560
C -4.282 1.156 0.658
C -5.683 1.314 1.204
O -6.229 0.149 1.792
O -3.385 0.708 1.668
H -3.918 2.080 0.203
H -4.304 0.338 -0.071
H -6.378 1.669 0.432
H -5.641 2.178 1.891
H -7.175 0.305 1.824
H -2.591 0.342 1.259
C 2.114 -0.544 3.072
C 3.535 -0.414 3.629
O 3.917 -1.585 4.355
O 2.118 -1.398 1.952
H 1.739 0.463 2.870
H 1.488 -0.902 3.899
H 3.607 0.497 4.232
H 4.281 -0.302 2.838
H 4.858 -1.529 4.530
H 1.463 -1.039 1.334
C -1.710 -0.554 4.583
C -2.590 0.652 4.843
O -3.938 0.474 4.463
O -2.122 -1.695 5.335
H -0.678 -0.306 4.865
H -1.682 -0.747 3.506
H -2.172 1.481 4.261
H -2.553 0.941 5.895
H -4.004 0.669 3.514
H -1.373 -2.297 5.312
C -0.575 3.987 0.906
C -1.537 4.897 1.674
O -1.843 5.995 0.802
O -0.413 2.751 1.598
H 0.402 4.482 0.810
H -0.951 3.793 -0.099
H -1.136 5.256 2.623
H -2.443 4.336 1.900
H -1.043 6.526 0.751
H 0.008 2.128 0.989
C -3.656 -3.070 0.866
C -3.666 -3.000 -0.654
O -4.782 -2.252 -1.136
O -4.857 -3.720 1.326
H -3.574 -2.084 1.317
H -2.844 -3.729 1.170
H -3.756 -4.024 -1.041
H -2.743 -2.682 -1.153
H -4.753 -2.247 -2.096
H -4.578 -4.595 1.599